(1)
Formula: C42H39BF10N14O2S2Ti
Source: OMol25
Level of theory: ωB97M-V with the def2-TZVPD basis set

Output
- ΔE to the lowest compared entry with this formula, charge and spin (kJ/mol) = 75.2
- HOMO level (alpha / beta) (eV) = -10.533 / -10.607
- 2S+1 = 2
- <S²> = 0.777
- gap between HOMO and LUMO (alpha / beta) (eV) = 6.7 / 5.8
- maximum force (Eh/bohr) = 0.02047
- E_tot (Eh) = -5210.17623
- total charge = +1

Last column: Löwdin charge in e.
Positions of all 111 atoms, in Å:
Ti -0.086 0.470 -1.216  1.26
C -1.112 3.045 -3.016  -0.04
N -0.364 1.763 -3.044  -0.25
C 1.025 2.102 -3.410  -0.18
C 1.850 0.856 -3.511  -0.20
N 1.520 -0.002 -2.370  -0.10
C 2.156 -1.264 -2.396  -0.14
C 2.559 -1.916 -1.223  -0.17
F 2.317 -1.378 -0.019  0.07
C 3.202 -3.141 -1.194  -0.14
F 3.525 -3.680 -0.018  0.13
C 3.510 -3.796 -2.367  -0.13
F 4.126 -4.970 -2.352  0.15
C 3.146 -3.196 -3.557  -0.14
F 3.400 -3.805 -4.709  0.15
C 2.482 -1.981 -3.564  -0.14
F 2.122 -1.558 -4.787  0.09
C -0.992 0.883 -4.064  -0.14
C -0.871 -0.597 -3.747  -0.18
N -1.057 -0.847 -2.299  -0.09
C -1.745 -2.059 -2.043  -0.17
C -1.342 -3.232 -2.697  -0.15
F -0.273 -3.210 -3.510  0.11
C -1.946 -4.459 -2.511  -0.14
F -1.495 -5.528 -3.163  0.14
C -2.993 -4.579 -1.615  -0.14
F -3.577 -5.752 -1.407  0.15
C -3.411 -3.453 -0.934  -0.13
F -4.412 -3.540 -0.063  0.14
C -2.810 -2.221 -1.156  -0.15
F -3.298 -1.208 -0.441  0.13
H -1.114 3.466 -4.026  0.11
H -2.127 2.878 -2.677  0.08
H -0.627 3.737 -2.337  0.08
H 1.038 2.662 -4.351  0.15
H 1.400 2.750 -2.636  0.06
H 1.645 0.375 -4.463  0.11
H 2.917 1.112 -3.526  0.14
H -2.035 1.159 -4.087  0.08
H -0.575 1.109 -5.051  0.15
H -1.647 -1.123 -4.311  0.14
H 0.078 -0.997 -4.085  0.09
C 1.873 4.177 -1.018  -0.03
C 0.881 3.623 -0.040  -0.32
C 0.709 4.240 1.192  0.01
C -0.290 3.538 1.817  -0.02
N -0.685 2.556 1.000  0.04
N 0.023 2.576 -0.168  0.04
B -1.938 1.688 1.307  -0.67
N -2.952 1.836 0.183  0.03
C -4.271 2.060 0.290  -0.04
C -4.856 1.675 -0.885  -0.01
C -3.811 1.186 -1.676  -0.34
C -4.072 0.551 -3.004  -0.02
N -2.637 1.304 -1.033  0.07
N -1.552 0.172 1.400  0.05
C -2.049 -0.694 2.277  -0.02
C -1.537 -1.949 2.019  0.01
C -0.707 -1.785 0.926  -0.31
C 0.101 -2.885 0.325  0.01
N -0.754 -0.495 0.512  0.00
N -2.479 2.144 2.647  -0.02
C -1.977 1.895 3.889  -0.09
C -2.463 2.851 4.738  0.00
C -3.253 3.693 3.921  -0.34
C -4.013 4.918 4.312  -0.03
N -3.251 3.272 2.671  0.11
H 1.388 4.650 -1.874  0.09
H 2.436 4.955 -0.506  0.09
H 2.599 3.458 -1.388  0.05
H 1.238 5.101 1.560  0.12
H -0.753 3.696 2.774  0.12
H -4.678 2.485 1.190  0.11
H -5.900 1.712 -1.145  0.11
H -5.094 0.172 -2.998  0.09
H -4.013 1.260 -3.832  0.08
H -3.417 -0.291 -3.205  0.06
H -2.743 -0.372 3.033  0.14
H -1.737 -2.864 2.549  0.13
H -0.516 -3.783 0.274  0.10
H 0.454 -2.665 -0.677  0.06
H 0.964 -3.098 0.955  0.08
H -1.289 1.088 4.081  0.09
H -2.284 2.931 5.796  0.11
H -4.322 4.868 5.355  0.08
H -3.401 5.813 4.189  0.08
H -4.899 5.032 3.690  0.08
N 4.628 -5.046 3.495  0.13
C 3.962 -3.867 3.614  -0.31
C 2.557 -3.836 3.574  -0.02
C 1.882 -2.645 3.708  -0.06
C 2.592 -1.458 3.884  -0.31
C 3.983 -1.475 3.946  -0.06
C 4.661 -2.667 3.811  -0.01
S 1.724 0.040 3.992  0.62
O 0.438 -0.185 4.575  -0.28
O 2.595 1.061 4.510  -0.34
N 1.411 0.355 2.370  0.02
C 2.300 0.928 1.641  -0.61
S 3.887 1.582 2.157  1.14
C 4.312 1.760 0.539  -0.33
C 3.273 1.374 -0.306  -0.24
N 2.155 0.986 0.272  0.01
H 4.138 -5.896 3.289  0.10
H 5.630 -5.070 3.459  0.10
H 2.006 -4.762 3.456  0.12
H 0.801 -2.621 3.696  0.11
H 4.525 -0.557 4.126  0.10
H 5.742 -2.684 3.878  0.12
H 5.277 2.133 0.233  0.08
H 3.341 1.386 -1.383  0.10

***

(2)
Formula: C34H57CrN3O3Si
Source: OMol25
Level of theory: ωB97M-V with the def2-TZVPD basis set

Output
- ΔE to the lowest compared entry with this formula, charge and spin (kJ/mol) = 0.0
- HOMO level (alpha / beta) (eV) = -7.365 / -7.698
- 2S+1 = 5
- <S²> = 6.062
- gap between HOMO and LUMO (alpha / beta) (eV) = 7.9 / 5.7
- maximum force (Eh/bohr) = 0.04432
- E_tot (Eh) = -3053.59266
- total charge = 0

Last column: Löwdin charge in e.
Positions of all 99 atoms, in Å:
O 1.899 -2.140 -1.887  -0.19
O 0.814 -0.321 -3.660  -0.24
C 2.957 -1.904 -0.951  -0.26
C 3.107 -2.926 0.158  -0.07
H 2.816 -0.907 -0.511  0.09
H 3.874 -1.867 -1.553  0.12
H 2.354 -2.803 0.944  0.06
H 4.080 -2.758 0.626  0.08
H 3.077 -3.950 -0.231  0.09
C 0.621 -2.481 -1.303  -0.25
C -0.028 -3.518 -2.182  -0.06
H 0.003 -1.565 -1.267  0.09
H 0.744 -2.847 -0.270  0.11
H -0.176 -3.103 -3.188  0.04
H -1.001 -3.832 -1.777  0.08
H 0.606 -4.411 -2.257  0.09
C -0.337 0.139 -4.399  -0.25
C 1.874 -0.785 -4.519  -0.26
C -1.543 -0.657 -3.980  -0.07
H -0.168 0.024 -5.484  0.12
H -0.460 1.214 -4.192  0.10
H -1.455 -1.693 -4.329  0.07
H -2.442 -0.226 -4.428  0.08
H -1.652 -0.666 -2.889  0.06
C 1.531 -2.049 -5.267  -0.06
H 2.724 -0.934 -3.842  0.10
H 2.136 0.017 -5.232  0.12
H 1.341 -2.861 -4.562  0.06
H 2.394 -2.314 -5.888  0.08
H 0.668 -1.911 -5.925  0.07
H 1.138 -0.036 -1.806  0.04
N -0.636 -0.475 3.046  -0.08
C -1.041 0.379 4.159  -0.43
C -2.339 1.054 3.873  0.06
C -2.628 1.586 2.640  -0.30
C -1.122 -0.425 5.469  0.00
H -0.148 -0.863 5.722  0.08
H -1.867 -1.232 5.416  0.09
H -1.400 0.267 6.276  0.09
C -3.898 2.325 2.366  0.00
H -4.451 1.874 1.530  0.08
H -3.720 3.387 2.126  0.10
H -4.531 2.283 3.257  0.09
N -1.718 1.498 1.639  0.00
C -0.425 -1.851 3.190  -0.22
C 0.828 -2.342 3.636  -0.23
C 1.911 -1.406 4.076  -0.04
C 1.021 -3.714 3.703  -0.06
H 1.990 -4.089 4.035  0.11
C -0.003 -4.602 3.361  -0.08
H 0.169 -5.673 3.428  0.10
C -1.246 -4.115 2.953  -0.06
H -2.055 -4.801 2.688  0.11
C -1.481 -2.748 2.896  -0.21
C -2.833 -2.207 2.547  -0.03
C -1.839 2.189 0.401  -0.23
C -1.297 3.487 0.282  -0.21
C -0.644 4.151 1.454  -0.03
C -1.391 4.133 -0.948  -0.05
H -0.960 5.131 -1.045  0.12
C -2.020 3.516 -2.028  -0.07
H -2.087 4.032 -2.988  0.11
C -2.578 2.241 -1.891  -0.05
H -3.081 1.761 -2.733  0.11
C -2.490 1.559 -0.679  -0.23
C -3.068 0.186 -0.515  -0.04
Cr 0.026 0.733 1.755  0.76
H 2.879 -1.915 4.026  0.08
H 1.776 -1.079 5.117  0.09
H 1.963 -0.491 3.470  0.06
H -2.794 -1.470 1.735  0.05
H -3.315 -1.708 3.401  0.08
H -3.488 -3.025 2.232  0.08
H -0.190 5.099 1.141  0.08
H 0.139 3.528 1.918  0.05
H -1.375 4.387 2.244  0.09
H -3.805 0.133 0.300  0.08
H -2.289 -0.568 -0.308  0.08
H -3.579 -0.115 -1.437  0.08
H -3.070 1.167 4.671  0.13
C 1.087 0.855 -1.063  -0.16
Si 2.240 2.189 -1.810  0.50
H 0.037 1.186 -1.059  0.02
H 1.397 0.515 -0.047  0.01
C 3.900 1.403 -2.196  -0.17
C 2.491 3.713 -0.739  -0.17
C 1.611 2.858 -3.446  -0.17
H 2.209 3.729 -3.749  0.04
H 0.570 3.192 -3.402  0.01
H 1.682 2.122 -4.254  0.02
H 4.534 1.361 -1.301  0.04
H 4.431 1.990 -2.958  0.04
H 3.795 0.380 -2.576  0.00
H 2.763 3.452 0.289  0.03
H 1.598 4.348 -0.703  0.01
H 3.302 4.329 -1.152  0.04
O 0.280 2.099 5.311  0.07
C 0.077 1.505 4.258  -0.52
N 0.696 1.671 3.039  -0.06

***

(3)
Formula: C5H11NO
Source: OMol25
Level of theory: ωB97M-V with the def2-TZVPD basis set

Output
- SMILES string = CO[C@H](N)C1CC1
- ΔE to the lowest compared entry with this formula, charge and spin (kJ/mol) = 412.5
- HOMO level (eV) = -8.112
- gap between HOMO and LUMO (eV) = 9.1
- maximum force (Eh/bohr) = 0.08859
- E_tot (Eh) = -326.97424
- total charge = 0

Last column: natural (NBO) charge in e.
Positions of all 18 atoms, in Å:
C -1.631 1.408 0.315  -0.26
O -0.926 0.862 -0.766  -0.65
C -0.368 -0.768 -0.559  0.28
N -1.221 -1.714 -0.055  -0.80
C 0.802 -0.386 0.315  -0.34
C 1.326 0.908 -0.167  -0.30
C 2.201 -0.718 -0.039  -0.44
H -2.614 1.729 -0.043  0.17
H -1.808 0.729 1.164  0.14
H -1.080 2.257 0.740  0.16
H -0.115 -0.939 -1.603  0.20
H -1.986 -2.006 -0.646  0.39
H -1.455 -1.635 0.926  0.38
H 0.557 -0.413 1.376  0.22
H 1.447 1.146 -1.213  0.22
H 1.594 1.675 0.546  0.21
H 2.859 -1.061 0.745  0.21
H 2.416 -1.075 -1.036  0.20